A cluster of 7 separate species, C28H40Cl12F2O2 in total. Source: the Open Molecules 2025 dataset; level of theory: wB97M-V/def2-TZVPD.

Structure (XYZ):
```
84
C28H40Cl12F2O2 | the Open Molecules 2025 dataset | wB97M-V/def2-TZVPD
H 2.640 -4.342 5.434
H 2.009 -0.803 -3.821
Cl -3.739 -3.737 -6.231
C 1.978 -7.069 -5.418
H 0.347 -1.143 -3.435
O 1.777 4.408 0.681
C 1.819 -0.202 -0.639
C -2.888 -4.892 -5.174
C 1.884 -3.697 5.878
H 1.075 3.842 -2.946
H -1.836 4.381 9.867
Cl -1.195 2.191 10.459
H 2.762 -2.378 -2.094
C -3.708 7.593 -3.865
H -2.334 6.833 -5.341
H -0.097 2.847 7.868
Cl 0.410 -7.395 -6.211
H 2.261 -3.076 -4.497
H -0.749 4.464 7.586
C -1.572 3.492 9.299
C 3.129 -7.148 -6.386
H 2.114 -3.570 6.933
H 2.093 -1.198 -0.328
H -2.445 3.170 8.733
C 1.579 2.783 2.322
H 2.960 -6.518 -7.255
C -0.430 3.760 8.353
H 4.041 -6.819 -5.891
H 1.300 3.527 3.055
C 1.084 2.378 -1.441
H 2.092 -7.779 -4.603
H -0.778 -1.093 6.464
Cl -0.756 -3.422 6.561
H -3.632 -4.000 -3.355
H -1.238 2.915 -2.712
C 1.343 -1.077 -2.999
H -0.586 -0.967 3.951
H -1.409 4.883 -0.369
O 2.906 -0.429 1.947
F -1.432 2.876 0.048
C 1.911 1.548 2.692
Cl -3.371 6.283 -2.703
C -1.653 3.926 -0.831
C 1.867 0.862 0.255
H 1.891 1.296 3.742
H 1.042 -2.763 -1.712
H -3.890 8.502 -3.299
F 2.223 -4.677 -3.197
C 0.634 3.734 -1.952
C 1.711 -3.454 -3.633
C -2.695 -4.347 -3.782
H -2.885 8.488 -5.619
H 0.518 -5.330 6.065
H -2.171 -1.496 4.526
C 1.516 2.164 -0.124
Cl 0.149 1.005 5.924
C 1.053 1.301 -2.327
C -1.140 -0.231 5.896
H -2.006 0.183 6.409
Cl -2.266 0.641 3.558
H -3.495 -5.795 -5.133
C 0.523 -4.311 5.682
C 1.751 -2.473 -2.486
H 1.000 4.561 -1.360
C -2.587 7.772 -4.855
Cl -1.543 -2.981 -3.745
Cl 0.972 4.491 9.178
H 0.247 -4.337 4.630
H -4.623 7.324 -4.391
C 1.406 0.005 -1.951
H -2.289 -5.125 -3.137
C -0.894 3.768 -2.128
H 1.920 -6.070 -4.996
Cl 2.020 -2.110 5.087
H -1.937 -5.138 -5.641
C 2.296 0.573 1.654
H 0.666 -3.608 -3.941
H -1.122 4.649 -2.730
Cl -1.109 8.408 -4.089
C -1.477 -0.659 4.494
Cl 3.416 -8.811 -6.961
H 0.741 1.479 -3.351
C 1.624 3.230 0.907
H -2.722 3.931 -1.053
```

Results
- electronic energy (eV) = -189485.2029
- Kohn-Sham gap (eV) = 8.6
- SMILES = O=C1C=CC(=O)c2c(CCCF)cc(CCCF)cc21.ClCCCl.ClCCCl.ClCCCl.ClCCCl.ClCCCl.ClCCCl
- charge = 0

---

A structure of composition C28H40Cl3IrN2OSbSi3. Source: the Open Molecules 2025 dataset; level of theory: wB97M-V/def2-TZVPD.

Structure (XYZ):
```
79
C28H40Cl3IrN2OSbSi3 | the Open Molecules 2025 dataset | wB97M-V/def2-TZVPD
C 0.786 -1.555 -1.651
H 0.195 6.719 -0.168
H 1.578 -4.043 -3.612
H -1.687 -0.410 -3.216
H 3.454 3.314 2.201
C -0.049 3.384 0.365
C -0.147 5.699 -0.260
C -5.903 -0.207 2.784
C 0.565 3.462 3.823
Cl -3.426 0.227 -0.295
H 2.399 -0.595 -4.330
C 3.166 2.288 2.404
C -1.501 -1.400 -3.635
H -5.541 0.244 4.852
H 0.974 0.416 -4.500
H 4.767 -2.337 -1.847
H 1.203 4.915 1.214
H 3.515 1.678 1.578
H -2.419 3.777 -1.880
C 2.892 -1.203 0.699
H 2.752 -1.843 1.565
N -1.052 3.110 -0.526
H 3.981 -0.923 -2.516
Si 0.361 -1.833 -3.529
H 1.112 -3.497 -5.207
H -0.078 -4.239 -4.169
H 0.920 4.458 3.574
H -1.971 -5.019 -0.301
H 0.715 -0.324 2.522
C 2.390 -3.996 -0.396
Sb 0.582 0.629 -1.592
C -5.139 0.252 3.853
H 2.450 2.487 -1.087
C 0.365 2.236 1.040
H -2.606 -3.771 1.776
C 2.566 1.489 -1.499
H -1.638 6.146 -1.757
H -0.396 -3.975 -1.875
O -2.083 1.191 2.167
H 1.283 -0.873 -5.643
Ir -1.026 0.896 0.390
C -1.956 -3.335 1.036
H -2.117 -2.106 -3.087
C -4.097 0.240 1.292
H 3.334 -4.284 0.059
C -0.714 -3.439 -0.998
H 1.609 -4.181 0.336
Cl -2.902 1.293 4.933
C 0.860 0.379 3.336
C -3.275 0.742 2.333
C -1.449 -2.066 1.208
C -5.379 -0.220 1.496
C 0.780 -3.575 -4.177
C -1.178 5.387 -1.149
H 1.643 -0.005 3.981
C -1.606 4.071 -1.230
C 3.826 -1.957 -2.231
H -0.063 0.413 3.906
C 1.349 -0.600 -4.596
Cl -7.505 -0.763 3.044
H -0.520 3.469 3.760
Si 2.480 -2.160 -0.904
H -5.972 -0.582 0.673
H 3.216 0.895 -0.867
H 3.931 -0.888 0.714
H 2.267 -0.325 0.843
H 2.970 1.555 -2.504
C 0.418 4.709 0.506
C -1.587 -4.028 -0.113
H 3.589 -2.520 -3.127
C -0.237 -2.139 -0.768
H 0.838 3.255 4.854
H -1.859 -1.385 -4.658
H -1.688 -1.495 2.095
H 2.221 -4.661 -1.236
H 3.696 1.967 3.295
N -0.650 -1.472 0.322
Si 1.282 2.114 2.676
C -3.862 0.718 3.632
```

Results
- electronic energy (eV) = -105284.4053
- Kohn-Sham gap (spin up / spin down) (eV) = 4.5 / 4.5
- charge = +1